The following is a quantum chemistry calculation of 13 unconnected molecules or ions with the total composition C52H104O39, from OMol25.

Results
**Charge**: +1
**Molecular weight**: 1353.37 g mol⁻¹
**ΔE to the lowest compared entry with this formula, charge and spin**: 235.3 kJ/mol
**Expectation value of S²**: 0.76
**2S+1**: 2
**Kohn-Sham gap (spin up / spin down)**: 0.339 / 0.070 hartree
**E**: -135446.90304 eV

Element x y z (Å)
C (1.66784, 3.05393, -0.16001)
H (-3.27313, -3.93203, -0.01245)
H (3.66134, -1.43951, -0.42441)
C (-0.65325, 0.19407, -1.42891)
H (4.02687, 0.02171, -4.41106)
C (4.36122, 5.52987, -5.02108)
O (0.35397, -1.91113, 3.42278)
H (0.91218, 1.14248, -3.17279)
H (-4.42232, 2.56812, 5.85054)
O (3.51685, -2.32153, -3.13349)
H (-3.17925, -8.73042, 1.95895)
H (-7.62254, -3.47758, 0.23403)
H (-2.20880, -0.19366, 2.25598)
H (-1.80807, 4.10020, 0.64136)
H (-3.88566, -2.78409, 10.39927)
H (-3.77907, 1.37346, 3.65590)
H (2.45714, 0.96596, -2.15815)
O (-4.02625, -2.22031, 7.74719)
C (-1.36587, 2.96235, -4.76420)
O (4.00091, 4.20579, -4.64642)
C (-2.25867, -8.21175, 2.22651)
H (2.46597, -2.67641, -0.64314)
H (-0.82445, -4.17412, -2.16494)
H (-1.32428, -2.58241, -5.17628)
C (-6.65800, 2.82321, 6.64223)
H (-2.91319, -0.98604, -0.79490)
O (5.64988, -1.40714, -3.40903)
H (4.28525, 5.67010, -6.09935)
C (-6.36288, -2.68457, 2.54850)
H (-1.99600, 3.59343, -5.39092)
C (-2.67116, -4.53440, -0.69280)
O (-0.07031, -3.97209, 2.70502)
H (2.25814, -3.60249, -4.31132)
H (6.82917, 1.64445, -3.09364)
H (1.80226, -3.36811, -2.74962)
H (1.58046, -0.79414, 0.90966)
H (7.71635, -5.05401, -0.73389)
H (3.15565, -4.43164, -3.14742)
O (4.78674, 3.09844, -6.49963)
H (4.21614, -0.76299, -7.54824)
H (1.49110, -0.42595, -2.83052)
H (-4.96322, -4.93851, 3.56505)
C (6.26681, 2.85505, -1.37433)
H (1.98104, 3.33014, -8.24661)
C (-5.01480, 2.64538, 4.93889)
H (0.99528, 2.83613, 0.66964)
C (6.17015, 1.52867, -2.23320)
H (5.31393, 5.93021, -4.67445)
H (-2.76617, -1.69161, 1.66686)
C (3.25473, 2.16619, 1.33281)
O (-5.92089, 2.41358, 7.59303)
O (0.73554, 0.25080, -1.26312)
O (-3.98220, -5.95172, 1.38896)
H (7.07759, -2.94702, -1.56905)
H (-4.64559, 5.11085, -0.00433)
H (6.16637, -4.61701, -0.20387)
O (3.71819, 2.02050, -4.67800)
C (0.48051, -2.81944, 2.62634)
H (3.57814, -2.31971, -8.22422)
H (-3.45650, -4.15548, 8.50274)
O (8.65429, 3.20004, -2.42614)
H (-0.81277, 0.02714, -6.51917)
C (3.87291, 0.73998, -5.21634)
O (-0.42482, 2.30045, -5.48848)
H (-1.09177, -0.67941, 5.79420)
C (-1.29596, -0.66405, -5.82859)
C (-4.59580, 8.80747, 3.22103)
C (-4.29952, -3.46903, 8.42408)
H (-5.22153, -3.89848, 10.35309)
H (-4.30591, 9.84594, 3.06085)
O (-3.80646, 8.02858, 2.36368)
H (-9.18691, 3.69131, 8.24901)
O (2.87959, -1.95636, -6.46487)
H (-5.46698, -2.26014, 9.78190)
H (5.61025, 2.12636, 2.82596)
O (1.30442, -1.03145, -7.86964)
O (-2.22751, -5.62336, -0.02369)
O (2.64710, 2.50910, 2.40226)
C (-2.06975, -0.60179, 5.31920)
H (3.33476, 7.45134, -4.49789)
C (-4.82361, 1.51252, 3.93464)
H (3.00151, 0.45523, -5.80599)
C (3.11077, -2.21659, 0.10579)
C (-6.87417, -4.14968, 0.65394)
C (-2.88001, 4.06218, 0.44745)
H (4.79630, -2.21079, -6.92273)
O (-2.55780, -3.14184, 6.26523)
H (6.90912, 0.48483, 1.27320)
H (-2.19960, -7.72151, 3.19825)
H (-1.21014, -5.27933, 3.92544)
H (-4.24634, 8.52418, 4.21386)
H (3.29594, 6.27645, -3.25308)
H (-6.06746, -4.16671, -0.07888)
C (10.84449, 2.67702, -0.64127)
O (0.74332, -1.92439, -5.76479)
C (-2.88529, -0.61889, 1.51460)
C (-4.75071, -3.08138, 9.80648)
H (7.28655, -3.85636, -3.01596)
O (7.41872, 2.72705, -0.61633)
H (2.65169, -1.56375, 2.09550)
O (2.85756, 2.41299, 0.05237)
H (-7.40093, -5.10211, 0.59468)
C (1.47073, 0.58420, -2.42150)
H (-0.01535, 4.35333, -3.75770)
C (2.71811, -3.45105, -3.33480)
O (-3.03569, -0.91026, 6.35079)
H (-4.69362, 3.54830, 4.41959)
H (-7.65517, 3.33105, 8.90397)
H (-2.00868, 2.21809, -4.29413)
H (-2.33807, -0.76255, -6.13256)
O (-5.55255, -2.85660, 3.62993)
H (-0.59576, -3.63205, -0.64306)
H (-3.08160, 0.61987, -0.25586)
C (-3.61373, 5.37986, 0.22152)
O (-6.43853, 2.76672, 5.32190)
O (-1.17998, -0.22229, -0.32379)
H (-2.09003, -1.30784, 4.48903)
H (-0.39315, -3.94455, 4.78282)
C (-2.87731, -6.22072, 0.92083)
H (5.40149, 3.07139, -0.74781)
O (-3.37874, 6.42216, 1.11987)
O (-6.61141, -3.88983, 2.02639)
H (-0.36634, 3.04090, -2.81344)
C (-1.42534, -3.84386, -1.31762)
H (4.58401, 0.92256, 3.25954)
H (-5.43056, 1.53584, 3.02956)
H (10.93374, 1.61006, -0.84553)
H (-1.30540, -0.37842, -4.77673)
O (4.41350, 1.40293, 1.24160)
H (-4.21386, -3.80846, 4.69071)
H (-3.29013, 3.63357, 1.36189)
C (6.63929, -3.76279, -2.14395)
C (-8.13413, 3.95586, 8.15011)
H (5.78890, -0.71046, 1.80467)
H (-1.62007, 4.16065, -2.88647)
H (-5.66919, 8.64323, 3.12630)
O (1.13688, -2.79357, 1.38471)
H (-2.13933, 0.40454, 4.90619)
H (-3.92469, -0.47962, 1.81184)
C (-0.17150, 2.74686, -6.76660)
C (4.89990, -2.36523, -3.09498)
H (-7.85554, 5.00965, 8.14539)
H (1.72533, 4.13949, -0.08026)
O (5.31602, -3.50757, -2.49310)
O (0.89930, 2.09942, -7.12028)
O (-7.76757, 3.50329, 6.83493)
C (-2.58902, -0.31749, 0.00264)
C (5.18028, 1.22110, 2.39732)
H (0.94279, 2.17194, -9.21564)
H (-1.50264, -8.99669, 2.20689)
C (-0.86005, 3.70603, -3.52192)
H (-3.44013, 5.87171, -0.73559)
H (1.14213, 2.79512, -1.07911)
H (-5.82570, -5.52301, 5.68199)
H (6.99288, -0.03019, 2.91924)
C (2.09501, -1.71874, 1.17128)
H (-5.09665, -3.96598, 7.87115)
H (-1.77717, -3.62117, 3.85223)
C (-0.66917, -2.08933, -5.89448)
O (-5.21875, 6.24118, 2.54711)
C (8.57543, 2.99499, -1.18856)
O (-2.06799, -7.27680, 1.21845)
H (6.37995, 0.68817, -1.57165)
C (-4.22781, 6.81394, 2.09083)
H (11.57223, 2.79830, 0.16110)
H (-7.13988, -4.64191, 4.91193)
H (4.80472, 0.69904, -5.78040)
H (11.09245, 3.11141, -1.60973)
H (-1.65586, -2.82403, -1.62570)
C (-5.16233, -4.11272, 4.24807)
H (2.28489, 6.25683, -4.72546)
H (-3.33388, -4.84915, -1.49892)
H (6.26442, -5.77474, -1.53250)
C (6.71053, -4.87304, -1.11295)
H (3.74413, -3.02910, 0.46185)
H (2.35702, 1.67589, -8.43687)
C (6.28656, 0.20550, 2.12320)
C (4.23360, 3.11748, -5.37231)
H (6.43201, 3.79157, -1.90700)
C (-3.21574, -2.21274, 6.71526)
C (3.29726, 6.37368, -4.33873)
C (-6.11776, -4.55287, 5.27995)
C (-0.88155, -4.24242, 3.85500)
O (-0.77715, 3.65205, -7.39224)
C (3.88250, -1.77727, -7.32911)
C (1.51012, 2.34867, -8.30185)
H (-5.13115, 0.52191, 4.26963)
H (-2.98465, 3.33864, -0.36102)
H (-0.86605, -2.50395, -6.88313)
H (5.21060, 1.46353, -2.74617)
H (-6.05750, -3.88959, 6.14281)
O (9.49986, 2.90576, -0.24656)
O (-6.63359, -1.62975, 2.05545)
C (1.57393, -1.63708, -6.86617)
O (-1.28674, 0.51097, -2.42909)

The following is a quantum chemistry calculation of 10 unconnected molecules or ions with the total composition C52H108F12N6O12S4, from OMol25.

Results
**Charge**: +2
**Molecular weight**: 1365.71 g mol⁻¹
**Kohn-Sham gap**: 0.206 hartree
**E**: -165119.96374 eV

Element x y z (Å)
H (-11.80541, 5.50330, 10.91871)
O (-11.79192, 9.00542, 12.56299)
C (-17.27442, 13.30509, 14.24312)
C (-11.55361, 6.99241, 16.35729)
H (-11.41290, 13.37032, 20.76155)
H (-11.85499, 5.43009, 18.31333)
H (-15.78642, 13.26750, 15.67262)
H (-17.12521, 8.55530, 21.39723)
C (-12.98765, 14.08936, 18.83816)
H (-10.95727, 6.79696, 12.81993)
O (-6.29373, 6.60225, 14.73757)
H (-13.76868, 12.22672, 16.86086)
C (-17.46211, 5.57508, 21.99465)
C (-11.04988, 14.34660, 20.43519)
F (-19.77750, 7.82444, 17.65992)
H (-12.82606, 11.32663, 17.86695)
H (-11.27730, 16.92000, 19.43668)
F (-15.08641, 8.30668, 12.10795)
H (-6.84970, 8.79244, 20.38094)
H (-9.47669, 7.10553, 15.94090)
S (-5.34431, 5.65010, 15.27835)
C (-7.97611, 12.62964, 20.89322)
H (-11.06483, 13.32709, 18.05533)
O (-17.71578, 6.17731, 16.21005)
H (-9.80362, 6.27469, 18.72047)
H (-20.46170, 12.07578, 14.27739)
H (-16.97448, 12.84057, 13.30753)
H (-9.65059, 10.36228, 23.79040)
H (-10.96044, 8.99380, 18.02863)
C (-10.83774, 9.12168, 9.13393)
H (-18.95213, 14.65953, 16.10399)
O (-4.70764, 6.13110, 16.50554)
H (-14.58834, 7.11112, 21.53613)
H (-12.12491, 6.24076, 15.81915)
F (-10.16715, 3.68276, 23.43144)
H (-7.63412, 5.98474, 11.34436)
H (-10.83796, 4.19356, 11.19968)
O (-12.26869, 6.33765, 21.76126)
C (-10.13050, 6.59921, 16.65376)
H (-19.23631, 14.59130, 12.66850)
O (-16.14610, 6.61920, 18.08574)
H (-14.26271, 5.46773, 23.20682)
C (-10.60935, 5.77361, 12.72859)
H (-10.16819, 14.24049, 19.81656)
H (-10.58788, 7.14180, 8.21495)
F (-7.05409, 3.68413, 14.69474)
H (-13.67620, 16.47513, 20.53532)
H (-17.75506, 5.52318, 20.94153)
H (-12.15292, 14.03092, 16.85891)
C (-8.91105, 8.66713, 24.90882)
H (-8.24380, 4.37016, 11.47537)
H (-5.74429, 12.77026, 21.16487)
O (-18.22832, 5.41535, 18.46388)
H (-16.39731, 11.67146, 15.35130)
H (-17.87524, 6.88614, 23.64407)
H (-8.79741, 6.64227, 13.39309)
H (-14.13333, 8.06546, 19.37495)
H (-11.45389, 9.50520, 9.94839)
H (-5.63787, 10.56303, 21.44339)
H (-6.39413, 10.75097, 23.01078)
H (-13.62878, 14.93972, 21.35915)
O (-11.03387, 4.53728, 20.70817)
O (-13.13724, 7.64269, 14.04926)
C (-11.91914, 16.17802, 21.87118)
H (-16.23058, 8.34194, 22.95880)
H (-8.93822, 7.62628, 18.18507)
H (-11.60122, 7.90920, 15.77683)
H (-13.56803, 5.67181, 17.97822)
H (-17.45120, 13.55133, 17.30852)
H (-8.17104, 10.59119, 24.23816)
H (-13.46959, 13.39545, 19.52962)
H (-8.89038, 4.89776, 13.65721)
C (-12.10819, 13.42887, 17.77110)
C (-11.17384, 4.53714, 23.41216)
H (-9.08081, 11.59348, 22.31703)
C (-12.71848, 12.15681, 17.15850)
C (-20.04887, 10.48686, 12.25149)
H (-20.00375, 10.07324, 11.24594)
C (-15.46359, 4.42175, 21.06837)
H (-12.31683, 16.51083, 18.03736)
C (-17.80495, 6.93663, 22.55380)
C (-6.64707, 12.40161, 21.64021)
F (-11.15342, 5.37346, 24.44234)
S (-17.52788, 6.36417, 17.63892)
H (-15.10545, 2.72564, 25.53679)
C (-6.48585, 4.21724, 15.77128)
N (-7.79724, 10.21916, 21.49540)
N (-12.23060, 15.04286, 19.74386)
F (-14.26652, 10.16745, 11.45504)
C (-13.00335, 15.69435, 20.88104)
N (-12.25198, 7.37335, 17.66881)
H (-17.83506, 4.67655, 22.47958)
H (-7.91872, 8.21590, 25.01333)
H (-14.19096, 7.51486, 17.00369)
H (-13.75460, 14.72625, 18.39978)
C (-11.10220, 8.00187, 18.46020)
S (-11.07815, 5.48467, 21.81107)
C (-15.64992, 6.91489, 21.38716)
C (-15.18531, 9.75651, 18.43505)
H (-7.36173, 8.57480, 22.78580)
H (-7.09690, 10.36468, 19.50212)
H (-18.94838, 11.37268, 14.61368)
H (-12.27252, 16.16230, 22.89778)
C (-17.82360, 12.85257, 16.55790)
C (-12.68132, 6.12862, 18.41209)
C (-8.74406, 9.73960, 23.83883)
C (-15.75020, 4.07688, 24.06436)
C (-9.09309, 5.69511, 12.94874)
C (-8.76464, 11.35664, 21.29447)
H (-15.61396, 3.53020, 21.66597)
H (-21.11833, 10.50697, 12.48700)
H (-9.32042, 3.89746, 9.67508)
C (-16.64022, 7.85820, 22.07580)
H (-11.59799, 17.17871, 21.59608)
C (-19.40852, 12.14048, 13.99135)
C (-14.91534, 3.77131, 25.30312)
C (-6.54003, 10.90994, 21.94661)
H (-8.89235, 8.44496, 22.09049)
H (-9.86424, 15.63351, 21.69658)
H (-15.25054, 4.30307, 26.19972)
O (-12.79608, 9.93034, 14.54599)
H (-10.26872, 4.94613, 8.68442)
H (-18.81645, 7.22764, 22.27574)
C (-14.50332, 9.41716, 12.54336)
H (-10.88181, 15.64608, 18.23857)
H (-7.72498, 12.51548, 19.83443)
H (-19.75798, 12.62111, 11.82777)
H (-11.19728, 9.48401, 8.17327)
C (-19.37071, 11.83974, 12.48284)
N (-18.76407, 13.46333, 14.41234)
C (-7.54334, 9.58500, 20.10501)
C (-19.31923, 14.68549, 13.74750)
H (-20.00620, 13.30280, 16.25733)
H (-12.82994, 6.41854, 19.44864)
H (-9.25677, 8.98899, 25.88529)
C (-9.39292, 4.92656, 9.32749)
H (-16.07654, 4.42022, 20.16851)
H (-19.74841, 9.66689, 12.91026)
H (-13.18288, 8.95703, 16.64899)
F (-15.28219, 10.08880, 13.38949)
C (-9.66570, 7.27293, 10.25299)
C (-10.81912, 15.10246, 21.72898)
F (-18.35738, 8.36722, 19.17907)
H (-14.40510, 4.49697, 20.82706)
H (-15.07323, 10.23380, 17.45934)
H (-9.88461, 9.62824, 9.32454)
H (-18.72041, 15.50300, 14.13960)
H (-11.27190, 7.91173, 19.53023)
C (-10.80360, 5.28142, 11.29351)
H (-8.50560, 9.15690, 19.84358)
C (-13.46538, 8.21964, 17.40173)
S (-12.93791, 8.96561, 13.46927)
C (-8.22200, 9.19602, 22.52175)
N (-15.96138, 5.54842, 21.93802)
C (-8.53565, 5.41288, 11.57628)
H (-18.31237, 11.89632, 12.21050)
H (-16.81903, 4.11615, 24.29883)
N (-9.56842, 5.78408, 10.54370)
H (-8.63365, 7.44871, 9.94526)
H (-12.18178, 11.76187, 16.29726)
F (-18.06487, 9.01365, 17.11517)
H (-18.27816, 11.98651, 17.03266)
H (-15.76976, 3.14447, 23.49294)
H (-13.19194, 9.50032, 19.21737)
H (-15.79321, 6.13876, 23.93722)
H (-13.86426, 4.04816, 25.24096)
C (-15.33595, 5.35002, 23.34037)
C (-9.90803, 7.14071, 18.06063)
O (-4.42035, 5.07765, 14.30677)
H (-6.76901, 12.87226, 22.61902)
H (-11.61553, 7.33776, 9.73954)
H (-15.83592, 6.82836, 20.31749)
H (-11.24920, 5.17224, 13.37308)
F (-7.40749, 4.57367, 16.68545)
H (-10.76114, 14.51548, 22.64251)
C (-13.97040, 8.91778, 18.71226)
H (-9.53126, 7.84241, 24.55221)
H (-16.83302, 14.30068, 14.15161)
H (-16.01424, 9.05476, 18.39078)
F (-5.74974, 3.28085, 16.40265)
H (-8.53043, 13.53678, 21.09118)
C (-11.67185, 16.11676, 18.82181)
H (-10.02889, 7.70009, 11.18634)
C (-18.49240, 8.00330, 17.89150)
C (-19.02366, 13.59071, 15.89618)
C (-10.70692, 7.60186, 9.18922)
H (-8.48960, 5.13612, 8.75914)
H (-9.69949, 11.12675, 20.78907)
H (-15.47781, 10.47507, 19.20305)
H (-20.36035, 14.81020, 14.03388)
O (-9.84534, 6.24918, 21.96242)
F (-12.30706, 3.83550, 23.49503)
H (-9.90268, 5.54328, 16.52567)
C (-16.70553, 12.70126, 15.53566)